Entry from the OMol25 dataset: a gas-phase ion, C2H9N4 (charge +1) at a distorted geometry (ωB97M-V/def2-TZVPD).

Results
ΔE to the lowest compared entry with this formula, charge and spin = 422.3 kJ/mol
SMILES = NN1C[C@]1(N)[NH3+]
Net charge = +1
Spin multiplicity = 1
Electronic energy = -8170.450 eV
M = 89.122 g/mol

Each atom is followed by the atoms it is bonded to, with distances in Å.
Cartesian coordinates (Å):
1 N 1.0396 1.1508 1.4962  N2 1.408, H7 1.051, H8 1.068
2 N -0.1312 0.7452 0.8280  N1 1.408, C3 1.448, C4 1.399
3 C -0.5138 1.1898 -0.4962  N2 1.448, C4 1.482, H9 1.086, H10 1.060
4 C -0.2332 -0.2283 -0.1711  N2 1.399, C3 1.482, N5 1.628, N6 1.516
5 N 0.9092 -1.0475 -0.9919  C4 1.628, H11 1.031, H12 1.016
6 N -1.4105 -1.1533 0.0680  C4 1.516, H13 1.024, H14 0.983, H15 1.087
7 H 1.1013 1.9902 2.1261  N1 1.051
8 H 1.9326 1.1874 0.9109  N1 1.068
9 H 0.2444 1.6081 -1.1520  C3 1.086
10 H -1.5136 1.5194 -0.6238  C3 1.060
11 H 1.9065 -0.9576 -0.7465  N5 1.031
12 H 0.8889 -0.9894 -2.0062  N5 1.016
13 H -2.3207 -0.7120 -0.0940  N6 1.024
14 H -1.3865 -1.4439 1.0062  N6 0.983
15 H -1.2558 -2.0259 -0.5618  N6 1.087

Let us look at the Löwdin charges, expressed in e, one per atom:
1. N 0.03
2. N -0.11
3. C -0.03
4. C -0.39
5. N 0.10
6. N 0.27
7. H 0.12
8. H 0.11
9. H 0.13
10. H 0.10
11. H 0.08
12. H 0.07
13. H 0.17
14. H 0.14
15. H 0.21

Entry from the OMol25 dataset: 2 unconnected molecules or ions with the total composition C2H9N4O at a distorted geometry (ωB97M-V/def2-TZVPD).

Results
ΔE to the lowest compared entry with this formula, charge and spin = 419.9 kJ/mol
Net charge = +1
Spin multiplicity = 1
Electronic energy = -10218.898 eV
M = 105.121 g/mol

Each atom is followed by the atoms it is bonded to, with distances in Å.
Cartesian coordinates (Å):
1 C -0.3020 -0.0499 -1.6942  N3 1.279, O7 1.142
2 C -0.0097 0.0654 1.2336  N4 1.476, N5 1.438, H8 1.123, H9 1.175
3 N -1.2397 0.7923 -1.4775  C1 1.279, H10 1.139, H11 0.960
4 N -0.7304 1.3378 1.0335  C2 1.476, H12 1.020, H13 1.069
5 N 0.7528 -0.0310 0.0181  C2 1.438, N6 1.456
6 N 1.3530 -1.3533 -0.0843  N5 1.456, H14 1.068, H15 1.049, H16 1.007
7 O 0.1336 -0.8280 -2.4072  C1 1.142
8 H -0.6708 -0.8200 1.4335  C2 1.123
9 H 0.7796 0.0262 2.1026  C2 1.175
10 H -1.2337 1.2883 -0.4523  N3 1.139
11 H -1.6751 0.8104 -2.3330  N3 0.960
12 H -0.2064 2.2002 1.1834  N4 1.020
13 H -1.4927 1.4627 1.7732  N4 1.069
14 H 0.6826 -2.0975 0.2858  N6 1.068
15 H 1.6634 -1.4512 -1.0819  N6 1.049
16 H 2.1955 -1.3524 0.4667  N6 1.007

Let us look at the Löwdin charges, expressed in e, one per atom:
1. C -0.39
2. C -0.31
3. N 0.20
4. N 0.00
5. N -0.11
6. N 0.13
7. O 0.19
8. H 0.13
9. H 0.15
10. H 0.12
11. H 0.11
12. H 0.12
13. H 0.15
14. H 0.19
15. H 0.17
16. H 0.15

Entry from the OMol25 dataset: a gas-phase ion, C2H9N6 (charge +1) at a distorted geometry (ωB97M-V/def2-TZVPD).

Results
ΔE to the lowest compared entry with this formula, charge and spin = 187.4 kJ/mol
SMILES = [H]/N=C(/CNN=[NH2+])NN
Net charge = +1
Spin multiplicity = 1
Electronic energy = -11150.157 eV
M = 117.136 g/mol

Each atom is followed by the atoms it is bonded to, with distances in Å.
Cartesian coordinates (Å):
1 H -0.7483 0.6038 -1.5143  N2 0.942
2 N -0.4419 0.4717 -0.6336  H1 0.942, C3 1.308
3 C 0.0422 -0.6858 -0.2624  N2 1.308, C4 1.483, N8 1.344
4 C 0.8759 -0.6259 0.9626  C3 1.483, N5 1.449, H10 0.996, H11 1.063
5 N 0.4549 0.5976 1.6140  C4 1.449, N6 1.323, H12 1.067
6 N 0.3621 1.6460 0.8128  N5 1.323, N7 1.266
7 N -0.3462 2.6286 1.1801  N6 1.266, H13 1.053, H14 0.963
8 N 0.0830 -1.8343 -0.9598  C3 1.344, N9 1.377, H15 0.984
9 N -0.5240 -1.9563 -2.1895  N8 1.377, H16 1.029, H17 1.009
10 H 0.8058 -1.4584 1.5043  C4 0.996
11 H 1.8459 -0.5262 0.5396  C4 1.063
12 H -0.3967 0.4912 2.2476  N5 1.067
13 H -0.0274 3.4764 0.6440  N7 1.053
14 H -1.2262 2.5995 1.5703  N7 0.963
15 H 0.6270 -2.6156 -0.7096  N8 0.984
16 H 0.0309 -1.3041 -2.7609  N9 1.029
17 H -1.4171 -1.5084 -2.0454  N9 1.009

Let us look at the Löwdin charges, expressed in e, one per atom:
1. H 0.04
2. N 0.18
3. C -0.34
4. C -0.06
5. N 0.01
6. N -0.06
7. N 0.14
8. N -0.03
9. N 0.07
10. H 0.10
11. H 0.14
12. H 0.19
13. H 0.18
14. H 0.11
15. H 0.14
16. H 0.11
17. H 0.09

Entry from the OMol25 dataset: 2 unconnected molecules or ions with the total composition C2H9NO at a distorted geometry (ωB97M-V/def2-TZVPD).

Results
ΔE to the lowest compared entry with this formula, charge and spin = 105.3 kJ/mol
SMILES = CNC.O
Net charge = 0
Spin multiplicity = 1
Electronic energy = -5756.432 eV
M = 63.100 g/mol

Each atom is followed by the atoms it is bonded to, with distances in Å.
Cartesian coordinates (Å):
1 C 1.5628 -0.7688 1.6883  N2 1.469, H4 1.114, H5 1.079, H6 1.116
2 N 1.3303 -1.3646 0.3654  C1 1.469, C3 1.500, H7 0.991
3 C 0.1621 -0.6289 -0.2201  N2 1.500, H8 1.093, H9 1.100, H10 1.116
4 H 2.4657 -0.1174 1.6554  C1 1.114
5 H 0.8647 -0.0855 2.1462  C1 1.079
6 H 1.6497 -1.5824 2.4469  C1 1.116
7 H 1.0901 -2.2899 0.6255  N2 0.991
8 H -0.6306 -0.5140 0.5232  C3 1.093
9 H -0.3965 -1.1763 -0.9937  C3 1.100
10 H 0.6127 0.2839 -0.6776  C3 1.116
11 O -3.0367 2.4632 -2.3230  H12 0.973, H13 0.954
12 H -2.1275 2.8093 -2.2873  O11 0.973
13 H -3.5469 2.9715 -2.9492  O11 0.954

Let us look at the Löwdin charges, expressed in e, one per atom:
1. C -0.18
2. N -0.16
3. C -0.14
4. H 0.07
5. H 0.05
6. H 0.08
7. H 0.06
8. H 0.06
9. H 0.07
10. H 0.09
11. O -0.07
12. H 0.04
13. H 0.02

Entry from the OMol25 dataset: 3 unconnected molecules or ions with the total composition C2H9NO at a distorted geometry (ωB97M-V/def2-TZVPD).

Results
ΔE to the lowest compared entry with this formula, charge and spin = 560.7 kJ/mol
Net charge = 0
Spin multiplicity = 1
Electronic energy = -5751.712 eV
M = 63.100 g/mol

Each atom is followed by the atoms it is bonded to, with distances in Å.
Cartesian coordinates (Å):
1 N 0.6251 -1.2109 3.6018  H2 1.029, H4 1.010, H5 1.015
2 H 0.2646 -1.3157 2.6434  N1 1.029
3 H 1.4908 2.4912 -6.3060  H13 0.743
4 H 1.0198 -0.2847 3.6836  N1 1.010
5 H -0.2485 -1.2713 4.1147  N1 1.015
6 C -0.5240 -0.5834 0.2005  O7 1.297, C8 1.459, H9 1.127, H10 1.124
7 O -0.2474 -0.1559 1.3933  C6 1.297
8 C -0.7745 0.4535 -0.7945  C6 1.459, H11 1.084, H12 1.084
9 H -1.2785 -1.4080 0.0600  C6 1.127
10 H 0.3499 -1.0380 -0.3400  C6 1.124
11 H -1.2026 1.3716 -0.4085  C8 1.084
12 H -0.2570 0.3578 -1.7422  C8 1.084
13 H 0.7824 2.5940 -6.1060  H3 0.743

Let us look at the Löwdin charges, expressed in e, one per atom:
1. N -0.01
2. H -0.03
3. H 0.00
4. H 0.00
5. H 0.00
6. C -0.54
7. O -0.14
8. C 0.24
9. H 0.16
10. H 0.17
11. H 0.08
12. H 0.08
13. H 0.00

Entry from the OMol25 dataset: 2 unconnected molecules or ions with the total composition C2H9NO at a distorted geometry (ωB97M-V/def2-TZVPD).

Results
ΔE to the lowest compared entry with this formula, charge and spin = 87.2 kJ/mol
SMILES = COC.N
Net charge = 0
Spin multiplicity = 1
Electronic energy = -5756.620 eV
M = 63.100 g/mol

Each atom is followed by the atoms it is bonded to, with distances in Å.
Cartesian coordinates (Å):
1 C -1.2605 -0.6789 0.9175  O2 1.427, H4 1.081, H5 1.089, H6 1.095
2 O -0.6537 0.5020 0.3952  C1 1.427, C3 1.370
3 C -0.6696 0.7042 -0.9594  O2 1.370, H7 1.097, H8 1.108, H9 1.094
4 H -1.2390 -0.6460 1.9979  C1 1.081
5 H -0.7283 -1.5174 0.4698  C1 1.089
6 H -2.3050 -0.6504 0.5886  C1 1.095
7 H -1.6731 0.8447 -1.3808  C3 1.097
8 H -0.1578 -0.0296 -1.6127  C3 1.108
9 H -0.1302 1.6174 -1.2280  C3 1.094
10 N 2.4146 -0.0482 0.4246  H11 1.014, H12 1.008, H13 1.007
11 H 2.7495 0.2107 -0.4972  N10 1.014
12 H 1.9613 -0.9357 0.2730  N10 1.008
13 H 1.6918 0.6272 0.6114  N10 1.007

Let us look at the Löwdin charges, expressed in e, one per atom:
1. C -0.08
2. O -0.27
3. C -0.18
4. H 0.09
5. H 0.08
6. H 0.09
7. H 0.09
8. H 0.09
9. H 0.09
10. N 0.02
11. H 0.01
12. H 0.00
13. H -0.01

Entry from the OMol25 dataset: 2 unconnected molecules or ions with the total composition C2H9NO (ωB97M-V/def2-TZVPD).

Results
ΔE to the lowest compared entry with this formula, charge and spin = 0.0 kJ/mol
SMILES = CCN.O
Net charge = 0
Spin multiplicity = 1
Electronic energy = -5757.523 eV
M = 63.100 g/mol

Each atom is followed by the atoms it is bonded to, with distances in Å.
Cartesian coordinates (Å):
1 C 1.0849 0.8613 -0.5150  C2 1.524, H4 1.086, H5 1.096, H6 1.091
2 C 0.9258 -0.5295 0.0876  C1 1.524, N3 1.479, H7 1.095, H8 1.086
3 N -0.2453 -0.5808 0.9901  C2 1.479, H9 1.021, H10 1.022
4 H 1.1919 0.8650 -1.5953  C1 1.086
5 H 1.9393 1.3915 -0.0798  C1 1.096
6 H 0.1929 1.4433 -0.2801  C1 1.091
7 H 1.8450 -0.8459 0.5913  C2 1.095
8 H 0.7587 -1.2708 -0.6890  C2 1.086
9 H -0.2641 -1.4946 1.4460  N3 1.021
10 H -0.0948 0.0506 1.7789  N3 1.022
11 O -2.4272 0.4268 -0.6278  H12 0.960, H13 0.974
12 H -3.1132 -0.1668 -0.9429  O11 0.960
13 H -1.7940 -0.1502 -0.1640  O11 0.974

Let us look at the Löwdin charges, expressed in e, one per atom:
1. C -0.10
2. C -0.33
3. N -0.04
4. H 0.07
5. H 0.07
6. H 0.06
7. H 0.10
8. H 0.10
9. H 0.08
10. H 0.08
11. O -0.09
12. H 0.02
13. H -0.02

Entry from the OMol25 dataset: 2 unconnected molecules or ions with the total composition C2H9NO (ωB97M-V/def2-TZVPD).

Results
ΔE to the lowest compared entry with this formula, charge and spin = 8.6 kJ/mol
SMILES = CCO.N
Net charge = 0
Spin multiplicity = 1
Electronic energy = -5757.434 eV
M = 63.100 g/mol

Each atom is followed by the atoms it is bonded to, with distances in Å.
Cartesian coordinates (Å):
1 C 1.4823 1.9277 -0.9182  C2 1.512, H4 1.103, H5 1.103, H6 1.103
2 C 0.7010 0.9676 -0.0501  C1 1.512, O3 1.430, H7 1.107, H8 1.107
3 O 0.0973 0.0017 -0.9152  C2 1.430, H9 0.980
4 H 0.8102 2.4283 -1.6354  C1 1.103
5 H 2.2595 1.3864 -1.4834  C1 1.103
6 H 1.9707 2.6976 -0.2974  C1 1.103
7 H 1.3730 0.4714 0.6763  C2 1.107
8 H -0.0733 1.5111 0.5246  C2 1.107
9 H -0.4121 -0.6263 -0.3616  O3 0.980
10 N -1.8912 -2.4847 0.9975  H11 1.025, H12 1.025, H13 1.025
11 H -1.5239 -3.4193 0.7923  N10 1.025
12 H -2.8562 -2.4614 0.6528  N10 1.025
13 H -1.9372 -2.4001 2.0180  N10 1.025

Let us look at the Löwdin charges, expressed in e, one per atom:
1. C -0.11
2. C -0.34
3. O -0.11
4. H 0.08
5. H 0.08
6. H 0.07
7. H 0.11
8. H 0.11
9. H 0.06
10. N 0.00
11. H 0.02
12. H 0.02
13. H 0.01

Entry from the OMol25 dataset: 3 unconnected molecules or ions with the total composition C2H9NO at a distorted geometry (ωB97M-V/def2-TZVPD).

Results
ΔE to the lowest compared entry with this formula, charge and spin = 490.7 kJ/mol
Net charge = 0
Spin multiplicity = 1
Electronic energy = -5752.438 eV
M = 63.100 g/mol

Each atom is followed by the atoms it is bonded to, with distances in Å.
Cartesian coordinates (Å):
1 N -0.8690 -1.9032 -0.8701  H2 1.011, H4 1.016, H5 1.010
2 H -0.3178 -2.6856 -1.1957  N1 1.011
3 H -1.8313 -0.8695 2.3312  H13 0.726
4 H -0.3219 -1.0524 -0.9614  N1 1.016
5 H -0.9436 -2.0215 0.1302  N1 1.010
6 C 0.8928 0.9766 0.2341  O7 1.301, C8 1.435, H9 1.148, H10 1.110
7 O 0.9683 0.4622 -0.9589  C6 1.301
8 C -0.3708 1.1776 0.8847  C6 1.435, H11 1.081, H12 1.087
9 H 1.2009 0.1143 0.9272  C6 1.148
10 H 1.6518 1.7456 0.4883  C6 1.110
11 H -0.5005 1.4172 1.9308  C8 1.081
12 H -1.2476 0.8363 0.3396  C8 1.087
13 H -2.3379 -0.9283 2.8482  H3 0.726

Let us look at the Löwdin charges, expressed in e, one per atom:
1. N 0.02
2. H 0.01
3. H 0.00
4. H -0.04
5. H -0.03
6. C -0.53
7. O -0.15
8. C 0.17
9. H 0.22
10. H 0.15
11. H 0.07
12. H 0.08
13. H 0.04

Entry from the OMol25 dataset: 2 unconnected molecules or ions with the total composition C2H9NO2 at a distorted geometry (ωB97M-V/def2-TZVPD).

Results
ΔE to the lowest compared entry with this formula, charge and spin = 38.0 kJ/mol
SMILES = CNCO.O
Net charge = 0
Spin multiplicity = 1
Electronic energy = -7804.332 eV
M = 79.099 g/mol

Each atom is followed by the atoms it is bonded to, with distances in Å.
Cartesian coordinates (Å):
1 C -0.8498 -0.1668 1.1693  N2 1.432, H5 1.085, H6 1.091, H7 1.102
2 N -0.0974 -0.7085 0.0778  C1 1.432, C3 1.425, H8 0.999
3 C -0.7246 -0.9628 -1.1757  N2 1.425, O4 1.395, H9 1.092, H10 1.096
4 O -1.3261 0.1622 -1.7410  C3 1.395, H11 0.965
5 H -0.2625 0.3862 1.8944  C1 1.085
6 H -1.6455 0.4630 0.7695  C1 1.091
7 H -1.3855 -0.9418 1.7408  C1 1.102
8 H 0.8491 -0.9980 0.2154  N2 0.999
9 H -1.5106 -1.7159 -1.0875  C3 1.092
10 H 0.0291 -1.4196 -1.8279  C3 1.096
11 H -0.6907 0.8886 -1.7244  O4 0.965
12 O 2.5169 2.0523 0.4498  H13 0.967, H14 0.963
13 H 3.2082 1.4055 0.2531  O12 0.967
14 H 1.8895 1.5556 0.9863  O12 0.963

Let us look at the Löwdin charges, expressed in e, one per atom:
1. C -0.13
2. N -0.12
3. C -0.34
4. O -0.05
5. H 0.07
6. H 0.08
7. H 0.07
8. H 0.10
9. H 0.12
10. H 0.12
11. H 0.09
12. O -0.06
13. H 0.04
14. H 0.01